[1]
Molecular formula: H6O3
Method: DFT, ωB97M-V/def2-TZVPD

## Properties
maximum force = 1.6 eV/Å
net charge = -1
Kohn-Sham gap (spin up / spin down) = 3.7 / 11.4 eV
highest occupied orbital energy (spin up / spin down) = 0.83 / -7.13 eV
spin multiplicity = 2
<S²> = 0.7504
LUMO (spin up / spin down) = 4.48 / 4.31 eV

Element x y z (Å)
O1 10.5819 10.9670 -15.5663
H1 10.1927 10.8439 -16.4321
H2 9.8331 11.0355 -14.9741
O2 11.5986 13.3755 -16.6094
H3 11.2967 12.5653 -16.1987
H4 12.5344 13.2366 -16.7549
O3 9.2407 14.8675 -16.5329
H5 10.0523 14.6125 -16.0941
H6 8.7549 14.0489 -16.6334

Cartesian forces (eV/Å) of the 6 atoms listed first:
1.588 0.216 0.235
-0.669 -0.325 -0.962
-0.968 0.056 0.650
0.385 0.950 -0.371
-0.443 -0.970 0.566
0.275 -0.024 -0.022



[2]
Molecular formula: C4H9ClN2O
Method: DFT, ωB97M-V/def2-TZVPD

## Properties
maximum force = 3.2 eV/Å
Kohn-Sham gap = 10.2 eV
highest occupied orbital energy = -9.46 eV
SMILES = C[C@@H](Cl)C(=O)N(C)N
LUMO = 0.72 eV

Element x y z (Å)
C1 -2.0878 -1.2649 1.1361
C2 -1.2057 -0.8339 -0.0073
Cl1 -2.1218 -0.0278 -1.2947
C3 -0.0856 0.2943 0.5260
O1 -0.2733 0.9219 1.5365
N1 0.9487 0.4722 -0.3111
C4 1.8703 1.5752 -0.1100
N2 1.1559 -0.3762 -1.4041
H1 -2.5552 -0.3998 1.6015
H2 -2.8544 -1.9514 0.7869
H3 -1.4739 -1.7659 1.8834
H4 -0.6593 -1.6575 -0.4661
H5 1.4671 2.2079 0.6789
H6 2.8573 1.2099 0.1874
H7 1.9560 2.1546 -1.0331
H8 2.1347 -0.6546 -1.4310
H9 0.9272 0.0960 -2.2793

Cartesian forces (eV/Å) of the 6 atoms listed first:
0.102 0.177 -0.096
1.986 1.174 1.099
-0.202 0.112 -0.281
-2.279 -2.112 -0.888
0.018 0.228 0.289
0.809 0.346 -0.383



Copy entry 1 word for word.
Molecular formula: H6O3
Method: DFT, ωB97M-V/def2-TZVPD

## Properties
maximum force = 1.6 eV/Å
net charge = -1
Kohn-Sham gap (spin up / spin down) = 3.7 / 11.4 eV
highest occupied orbital energy (spin up / spin down) = 0.83 / -7.13 eV
spin multiplicity = 2
<S²> = 0.7504
LUMO (spin up / spin down) = 4.48 / 4.31 eV

Element x y z (Å)
O1 10.5819 10.9670 -15.5663
H1 10.1927 10.8439 -16.4321
H2 9.8331 11.0355 -14.9741
O2 11.5986 13.3755 -16.6094
H3 11.2967 12.5653 -16.1987
H4 12.5344 13.2366 -16.7549
O3 9.2407 14.8675 -16.5329
H5 10.0523 14.6125 -16.0941
H6 8.7549 14.0489 -16.6334

Cartesian forces (eV/Å) of the 6 atoms listed first:
1.588 0.216 0.235
-0.669 -0.325 -0.962
-0.968 0.056 0.650
0.385 0.950 -0.371
-0.443 -0.970 0.566
0.275 -0.024 -0.022



> maximum force of number 1 (H6O3)?

1.6 eV/Å